Entry from the OMol25 dataset: a cluster of 2 separate species, C4H12 in total (wB97M-V/def2-TZVPD).

Results
Total charge: 0
Multiplicity: 1
SMILES: CC.CC
Energy above the lowest of the compared OMol25 structures with the same formula, charge and spin in kcal per mole: 13.1
Orbital gap in Ha: 0.4548
Total energy in Ha: -159.56413
E_HOMO in eV: -11.242

Geometry (Å):
C -0.024 -1.559 -0.876
C -1.193 -1.922 -1.809
H 0.540 -0.768 -1.364
H -0.505 -1.214 0.023
H 0.538 -2.499 -0.802
H -1.718 -2.745 -1.334
H -0.913 -2.195 -2.852
H -1.894 -1.117 -2.052
C 0.088 1.354 1.085
C 1.295 2.138 1.669
H -0.484 0.930 1.917
H -0.615 1.938 0.484
H 0.452 0.548 0.422
H 0.768 3.033 2.003
H 1.630 1.594 2.541
H 2.035 2.484 0.944